Record 1
The following is a quantum chemistry calculation of a molecular structure, C4H9NO, from the OMol25 dataset.

Computed properties:
Total charge = 0
DFT total energy = -287.60267 a.u.
Energy above the lowest of the compared OMol25 structures with the same formula, charge and spin = 603.30 kJ/mol

Each line ends with the natural charge from an NBO analysis.
CARTESIAN COORDINATES (ANGSTROEM)
C -1.71600 -0.52541 -0.28325  -0.80
C -0.51216 1.27134 -0.02318  0.35
O -0.42078 1.63764 1.15254  -0.67
C 0.22229 0.10392 -0.48455  -0.03
C 2.06091 0.13790 -0.02300  -0.53
N 0.88618 -0.55620 0.59469  -0.57
H -2.18844 -0.38569 0.69343  0.21
H -2.38704 -0.18356 -1.07690  0.21
H -1.50345 -1.59080 -0.44273  0.19
H -1.04824 1.84708 -0.79016  0.16
H 0.55523 -0.06138 1.44257  0.45
H 0.29692 -0.26390 -1.49454  0.25
H 2.56907 0.75275 0.71593  0.20
H 2.70158 -0.59128 -0.51593  0.18
H 0.82201 -1.57171 0.67927  0.41

***

Record 2
The following is a quantum chemistry calculation of 3 unconnected molecules or ions with the total composition C11H22N4O7P at a distorted geometry, from the OMol25 dataset.

Computed properties:
Total charge = -1
DFT total energy = -1519.45035 a.u.

Each line ends with the natural charge from an NBO analysis.
CARTESIAN COORDINATES (ANGSTROEM)
C 3.40967 0.49224 0.64474  -0.31
C 2.87117 -0.51459 0.27873  0.05
C 2.03349 -1.66060 -0.24312  -0.23
C 1.83434 -1.39128 -1.77403  0.75
O 2.51199 -2.10490 -2.53456  -0.76
O 1.07485 -0.50278 -2.16403  -0.76
N 0.79043 -1.64272 0.52949  -0.26
N 1.13198 -2.19380 1.80671  -0.67
C -0.24446 -2.50678 -0.09596  -0.63
P -1.66561 -1.43932 -0.60663  2.32
O -2.24083 -1.76723 -1.91998  -1.12
O -1.20327 0.09512 -0.44083  -0.97
O -2.84092 -1.64481 0.53623  -1.01
H 3.57351 1.50390 0.94687  0.24
H 2.64793 -2.56838 -0.10366  0.20
H 1.47107 -3.15284 1.69288  0.31
H 0.33371 -2.17521 2.42839  0.35
H -0.64546 -3.17406 0.68431  0.22
H 0.11931 -3.15470 -0.90836  0.25
H -1.34681 0.48481 -1.31681  0.52
H -3.12707 -0.73877 0.75805  0.51
C -6.17947 -0.10280 0.88092  0.54
O -5.21666 0.05271 1.60587  -0.64
N -6.79905 -1.27887 0.67091  -0.42
C -7.94336 -1.40205 -0.20694  -0.40
C -6.29565 -2.46212 1.34983  -0.43
H -6.63080 0.73366 0.32070  0.10
H -8.79905 -1.77693 0.36028  0.19
H -7.71040 -2.10269 -1.01155  0.20
H -8.20017 -0.43702 -0.64039  0.21
H -6.33674 -2.30658 2.42928  0.21
H -5.25592 -2.62961 1.06347  0.24
H -6.89401 -3.33036 1.08204  0.20
C 5.92000 3.64115 0.96850  0.53
O 5.50533 2.61131 1.45787  -0.61
N 5.98203 3.89073 -0.35546  -0.43
C 6.48753 5.14025 -0.88109  -0.40
C 5.52285 2.86373 -1.28359  -0.42
H 6.28935 4.47825 1.58792  0.09
H 5.70790 5.63012 -1.46925  0.19
H 7.35052 4.94359 -1.52206  0.19
H 6.79046 5.80299 -0.07165  0.20
H 4.47562 2.63418 -1.08780  0.24
H 6.10595 1.95405 -1.13730  0.22
H 5.63470 3.20903 -2.30897  0.20

***

Record 3
The following is a quantum chemistry calculation of a single C5H9FN2S molecule at a distorted geometry, from the OMol25 dataset.

Computed properties:
Total charge = 0
DFT total energy = -803.37841 a.u.
Energy above the lowest of the compared OMol25 structures with the same formula, charge and spin = 0.00 kJ/mol

Each line ends with the natural charge from an NBO analysis.
CARTESIAN COORDINATES (ANGSTROEM)
C -1.09165 0.62540 -1.06148  0.15
C -0.17170 1.02419 0.80695  0.25
C 1.16956 0.88729 1.35659  -0.66
C -0.08689 -1.44617 0.02385  -0.62
C -0.89993 -0.15794 0.18303  -0.35
N -2.12209 1.43006 -1.19483  -0.68
N -0.82245 2.08398 1.04308  -0.55
F -2.47230 3.65004 1.68185  -0.58
S -2.42075 2.40772 0.51295  0.83
H -0.41924 0.60050 -1.89888  0.19
H 1.50519 -0.17931 1.36532  0.22
H 1.34890 1.34963 2.34541  0.26
H 1.86490 1.21048 0.60004  0.23
H -0.08052 -1.87341 1.07264  0.23
H -0.36003 -2.16743 -0.79192  0.24
H 0.94179 -1.11676 -0.27561  0.21
H -1.82692 -0.07435 0.68272  0.25
H -2.10078 1.98679 -2.03613  0.38

***

Record 4
The following is a quantum chemistry calculation of 3 unconnected molecules or ions with the total composition C5H16N2O3 at a distorted geometry, from the OMol25 dataset.

Computed properties:
Total charge = +1
DFT total energy = -535.01644 a.u.
Multiplicity = 2
Energy above the lowest of the compared OMol25 structures with the same formula, charge and spin = 119.81 kJ/mol
Expectation value of S² = 0.76

Each line ends with the natural charge from an NBO analysis.
CARTESIAN COORDINATES (ANGSTROEM)
C 1.98980 0.59238 -1.58911  -0.45
N 0.98156 -0.00440 -0.69927  0.00
C 1.57491 -0.50125 0.50677  -0.53
C 0.03059 -2.30477 -1.32588  -0.59
C -0.07156 -0.73825 -1.30120  -0.18
C -1.34422 -0.40350 -0.50486  0.68
N -2.25533 0.43188 -1.08846  -0.79
O -1.43240 -0.59322 0.69615  -0.58
H 2.11994 1.66888 -1.48848  0.26
H 1.70016 0.41380 -2.62669  0.23
H 2.96097 0.11676 -1.45510  0.26
H 2.26556 -1.33956 0.50640  0.28
H 0.81476 -0.85467 1.21324  0.27
H 2.03693 0.34225 1.04260  0.29
H -0.92007 -2.76406 -1.07597  0.26
H 0.58783 -2.63940 -0.44375  0.23
H 0.51394 -2.58140 -2.25447  0.24
H -0.37631 -0.49694 -2.31607  0.24
H -2.09149 0.85746 -1.97734  0.41
H -3.04653 0.67970 -0.50804  0.44
H -2.17896 0.42439 3.92645  0.47
H -1.53241 0.30650 2.50482  0.47
O -2.35425 0.25262 2.99375  -0.94
H 1.56714 2.59163 1.69366  0.47
H 2.41330 3.15361 0.61123  0.47
O 2.44187 2.50946 1.34266  -0.93

***

Record 5
The following is a quantum chemistry calculation of a molecular structure, C44H57BiN5O5P at a distorted geometry, from the OMol25 dataset.

Computed properties:
Total charge = 0
DFT total energy = -2916.96091 a.u.
Energy above the lowest of the compared OMol25 structures with the same formula, charge and spin = 79.90 kJ/mol

Each line ends with the natural charge from an NBO analysis.
CARTESIAN COORDINATES (ANGSTROEM)
Bi -0.32405 -0.12467 -0.39138  1.81
C -1.57276 -5.77730 -1.98360  -0.20
C -0.88199 -4.68007 -2.47794  -0.20
C -0.70911 -3.55464 -1.69998  -0.23
C -1.22549 -3.52079 -0.39949  0.16
C -1.90802 -4.63556 0.10040  -0.22
C -2.07801 -5.75279 -0.69056  -0.21
N -1.05013 -2.37300 0.35370  -0.30
N -1.09401 -2.49701 1.62001  -0.12
C -0.74132 -1.42972 2.38017  0.07
C -0.82514 -1.63053 3.76849  -0.16
C -0.31530 -0.68703 4.62792  -0.24
C 0.31369 0.44110 4.11177  -0.15
C 0.37766 0.65013 2.74118  -0.24
C -0.18660 -0.24218 1.85238  -0.40
H -1.71903 -6.64706 -2.60438  0.22
H -0.47735 -4.70780 -3.47835  0.22
H -0.16044 -2.70429 -2.07611  0.23
H -2.30190 -4.58637 1.10515  0.23
H -2.60840 -6.61006 -0.30263  0.22
H -1.28589 -2.53801 4.12444  0.22
H -0.38257 -0.83211 5.69546  0.22
H 0.75164 1.16178 4.78601  0.21
H 0.87707 1.52801 2.35983  0.22
N 5.76413 1.36323 1.72119  -0.81
C 5.90616 0.26574 0.94526  0.64
O 6.89815 0.05820 0.27941  -0.60
C 4.75683 -0.69027 0.96750  -0.12
C 5.01550 -2.04892 0.80321  -0.13
C 3.95739 -2.94003 0.79076  -0.26
C 2.67369 -2.43547 0.93038  0.05
N 2.41557 -1.14602 1.06191  -0.44
C 3.42625 -0.29611 1.08407  0.04
H 6.50702 2.04078 1.73640  0.41
H 4.94826 1.51930 2.28334  0.40
H 6.03642 -2.38274 0.69261  0.24
H 4.13002 -3.99954 0.68155  0.23
H 1.80419 -3.08104 0.93777  0.19
H 3.14279 0.74305 1.16137  0.20
C -0.29973 5.52888 -0.74403  -0.62
C -0.42898 4.77479 -2.07025  0.29
C -1.78850 4.09099 -2.10808  -0.66
C -0.29625 5.73862 -3.25331  -0.62
O 0.66525 3.86123 -2.17876  -0.84
P 0.67472 2.25699 -2.13288  2.60
O -0.47704 1.56367 -2.74859  -1.14
O 0.95664 1.83607 -0.67187  -1.23
O 1.96614 1.97611 -3.03336  -0.83
C 3.32727 1.85821 -2.63346  0.28
C 3.66495 2.79998 -1.48315  -0.66
C 3.57796 0.40083 -2.22812  -0.62
C 4.16043 2.20677 -3.87096  -0.61
H -1.06594 6.30040 -0.68589  0.21
H 0.68188 5.98952 -0.65708  0.21
H -0.44043 4.82928 0.07491  0.22
H -2.57476 4.84240 -2.09517  0.21
H -1.89629 3.44220 -1.24354  0.23
H -1.87712 3.48200 -3.00161  0.23
H -0.99530 6.56270 -3.14162  0.20
H -0.50516 5.21247 -4.18119  0.21
H 0.71499 6.13296 -3.29661  0.21
H 3.01696 2.57219 -0.64204  0.24
H 3.48841 3.82809 -1.78950  0.22
H 4.70797 2.67113 -1.19226  0.21
H 2.96342 0.14948 -1.36637  0.20
H 4.62664 0.23973 -1.98228  0.21
H 3.30508 -0.25835 -3.04847  0.21
H 3.95373 3.23075 -4.17367  0.21
H 3.89530 1.54651 -4.69227  0.21
H 5.22065 2.09436 -3.65432  0.21
C -0.31243 4.22615 2.63693  -0.64
C -1.53573 3.56348 2.06759  0.02
C -2.79635 4.01464 2.44257  -0.28
C -3.92015 3.40556 1.91254  0.03
C -5.29310 3.92494 2.23420  -0.63
C -3.79002 2.32795 1.05159  -0.34
C -2.53433 1.82891 0.65477  0.29
C -1.42357 2.51251 1.17656  -0.33
N -2.32940 0.75684 -0.17447  -0.84
C -3.41375 0.17906 -0.96138  0.18
C -2.87015 -0.83006 -1.98360  -0.46
C -4.00859 -1.48329 -2.77450  -0.20
C -4.95172 -2.20796 -1.81479  -0.40
C -5.51021 -1.19916 -0.81319  -0.21
C -6.25323 -0.07948 -1.54321  -0.40
C -5.31871 0.59721 -2.54575  -0.21
C -4.79403 -0.42827 -3.54421  -0.40
C -4.14142 1.23559 -1.81300  -0.44
C -4.34827 -0.60955 -0.02128  -0.42
H -0.41121 5.31077 2.60517  0.22
H 0.57962 3.94237 2.08416  0.21
H -0.18884 3.93177 3.68000  0.21
H -2.89591 4.85100 3.12241  0.20
H -5.27002 4.55628 3.11883  0.21
H -5.99476 3.10934 2.39837  0.21
H -5.66330 4.52212 1.40089  0.22
H -4.70864 1.89781 0.69812  0.20
H -0.45247 2.24101 0.81199  0.23
H -2.33030 -1.62178 -1.47099  0.20
H -2.18822 -0.31561 -2.66142  0.25
H -3.57884 -2.21037 -3.47359  0.21
H -4.40762 -2.99116 -1.27856  0.20
H -5.76394 -2.68287 -2.37103  0.20
H -6.19864 -1.70576 -0.12399  0.21
H -6.61255 0.65676 -0.81856  0.20
H -7.12403 -0.49071 -2.06058  0.20
H -5.87231 1.37638 -3.07863  0.21
H -4.14898 0.06334 -4.27234  0.21
H -5.61993 -0.89511 -4.08557  0.20
H -4.48455 2.08298 -1.22827  0.22
H -3.41771 1.62032 -2.53208  0.23
H -3.76457 -1.41116 0.44100  0.20
H -4.72248 0.01180 0.78883  0.22

***

Record 6
The following is a quantum chemistry calculation of a molecular structure, C17H28O25S4 at a distorted geometry, from the OMol25 dataset.

Computed properties:
Total charge = 0
DFT total energy = -4138.21857 a.u.

Each line ends with the Löwdin charge.
CARTESIAN COORDINATES (ANGSTROEM)
C 2.04147 3.64666 2.43044  -0.12
C 3.46715 3.92073 2.55365  -0.14
O 3.95130 3.98937 1.23646  0.07
C 2.98489 3.59366 0.38188  -0.59
O 3.00171 3.62739 -0.79302  0.17
O 1.90613 3.21912 1.07137  0.06
H 1.36351 4.46947 2.47473  0.13
H 1.66640 2.87067 3.11240  0.13
H 3.93513 3.06568 3.04723  0.13
H 3.80419 4.95628 2.93169  0.17
C -0.87292 -5.70919 1.48803  -0.06
C -1.36609 -4.34928 0.95335  -0.07
O -0.21767 -3.51556 1.26798  0.02
C 0.49057 -4.06388 2.28244  -0.59
O 1.37185 -3.43156 2.78954  0.13
O 0.08965 -5.31192 2.53183  0.06
H -0.24504 -6.23179 0.72860  0.15
H -1.63520 -6.33625 1.93876  0.13
H -2.13093 -3.88966 1.56861  0.13
H -1.55353 -4.35359 -0.13261  0.11
C -0.04839 0.40041 2.37441  -0.10
C -0.00108 0.25019 0.90098  -0.11
O -0.86144 1.29124 0.43846  0.07
C -1.14996 2.12804 1.43740  -0.62
O -1.90422 3.04090 1.36910  0.15
O -0.55692 1.73021 2.56212  0.05
H 0.94020 0.23347 2.90106  0.15
H -0.82584 -0.22655 2.82781  0.14
H -0.40165 -0.66918 0.51780  0.12
H 1.00656 0.49006 0.45361  0.13
C -1.71251 -2.05404 -3.27983  -0.16
C -1.05981 -3.20615 -3.92895  -0.12
O -2.24069 -4.12301 -4.18175  -0.20
S -3.20995 -4.07758 -2.90879  0.58
O -2.79350 -5.06202 -2.00818  -0.24
O -4.53845 -3.95857 -3.29132  -0.19
O -2.58235 -2.67501 -2.23057  -0.21
H -2.23784 -1.38350 -3.94457  0.13
H -1.00448 -1.32125 -2.80523  0.12
H -0.31121 -3.71168 -3.27425  0.14
H -0.61557 -3.04262 -4.89782  0.13
C -5.73430 4.56764 -0.13506  -0.13
C -5.78473 3.52133 1.04384  -0.18
O -7.07670 3.64122 1.57438  -0.20
S -8.19499 4.04573 0.45364  0.67
O -8.79922 5.28444 0.84830  -0.23
O -8.89503 2.92223 0.04253  -0.20
O -7.04980 4.41356 -0.80028  -0.23
H -4.97923 4.36153 -0.89397  0.13
H -5.67909 5.56387 0.32138  0.12
H -5.00294 3.75462 1.75809  0.13
H -5.65717 2.52342 0.67524  0.12
C 5.59085 -1.96231 2.16330  -0.16
C 4.22112 -2.48022 1.84638  -0.13
O 3.92276 -1.72090 0.64036  -0.18
S 4.45500 -0.27563 0.77610  0.58
O 3.35708 0.53087 1.24468  -0.24
O 5.09432 0.10412 -0.41831  -0.19
O 5.44382 -0.53655 2.01010  -0.17
H 6.37800 -2.47314 1.63775  0.13
H 5.87890 -2.05312 3.21704  0.14
H 3.51521 -2.15667 2.63128  0.13
H 4.11281 -3.54793 1.61482  0.15
C 3.32050 1.25049 -3.13687  -0.17
C 1.90727 1.76117 -3.17461  -0.06
O 1.15442 0.57849 -2.60997  -0.20
S 1.71979 -0.66111 -3.24054  0.50
O 1.20263 -0.78513 -4.58794  -0.25
O 1.51699 -1.74918 -2.40733  -0.20
O 3.23401 -0.13819 -3.34612  -0.18
H 3.79138 1.24177 -2.15472  0.11
H 3.95924 1.78548 -3.87519  0.16
H 1.39098 1.94090 -4.17196  0.16
H 1.74269 2.52748 -2.44119  0.11

***

Q: What is the total charge in the third record?
A: 0

***

Q: Which value of DFT total energy does entry 4 give?
A: -535.01644 a.u.